Formula: C7H12O2
Source: OMol25
Level of theory: ωB97M-V/def2-TZVPD

Kohn-Sham gap	10.417	eV
SMILES	C=C(C)[C@H](C)C(=O)CO
energy relative to the best compared isomer or geometry (same formula, charge and spin)	75.8	kJ/mol
LUMO energy	0.0297	hartree
total charge	0

Cartesian coordinates (Å):
H (1.68, 1.03, -0.84)
C (-0.85, -0.21, -1.68)
H (0.14, -0.53, -2.00)
H (3.16, -1.04, 0.09)
C (1.02, -0.47, 0.58)
H (-0.67, -0.40, 1.85)
H (2.24, 1.27, 0.82)
C (2.06, 0.52, 0.05)
H (-2.71, -1.95, -0.78)
C (-0.56, 1.55, 0.94)
H (-1.62, 1.76, 1.09)
H (0.00, 1.99, 1.77)
H (-2.26, -1.91, 0.99)
O (3.24, -0.14, -0.27)
O (1.39, -1.59, 0.89)
C (-2.06, -1.56, -0.01)
C (-0.35, 0.05, 0.91)
H (-0.25, 2.04, 0.02)
H (-1.57, -0.63, -2.37)
C (-1.13, -0.67, -0.28)
H (-0.90, 0.88, -1.76)

***

Formula: C7H12O2
Source: OMol25
Level of theory: ωB97M-V/def2-TZVPD

Kohn-Sham gap	10.103	eV
SMILES	C[C@@H]1[C@]2(C)OCO[C@]12C
energy relative to the best compared isomer or geometry (same formula, charge and spin)	233.5	kJ/mol
LUMO energy	0.0325	hartree
total charge	0

Cartesian coordinates (Å):
H (2.69, -0.13, -1.31)
C (-0.33, 2.00, -0.30)
H (-0.71, 2.40, 0.70)
H (2.19, -1.83, -1.49)
H (0.19, -0.18, -2.00)
O (0.97, 0.72, 1.16)
O (0.04, -1.34, 1.09)
H (-2.35, -1.95, -0.35)
H (2.30, -0.94, 0.22)
H (-2.25, -0.38, -1.30)
C (0.21, 0.62, -0.01)
C (0.64, -0.37, -0.97)
H (-2.75, -0.42, 0.31)
H (0.51, 2.66, -0.52)
H (-0.80, 0.29, 2.20)
H (0.85, -0.44, 2.92)
H (-1.09, 1.99, -1.16)
C (-0.55, -0.68, -0.01)
C (0.27, -0.23, 2.02)
C (2.01, -0.90, -0.83)
C (-2.03, -0.88, -0.39)

***

Formula: C7H12O2
Source: OMol25
Level of theory: ωB97M-V/def2-TZVPD

Kohn-Sham gap	10.387	eV
SMILES	C=CCC(=C)C(C)(O)O
energy relative to the best compared isomer or geometry (same formula, charge and spin)	86.2	kJ/mol
LUMO energy	0.0301	hartree
total charge	0

Cartesian coordinates (Å):
H (0.50, -1.50, 0.09)
C (0.01, 0.56, -0.10)
H (2.91, 0.28, -0.55)
C (-2.04, -0.34, -1.27)
H (-1.94, 0.42, -2.03)
C (0.91, -0.62, -0.40)
O (-2.17, 1.32, 0.49)
C (2.86, -0.98, 1.11)
H (-3.10, 1.09, 0.55)
H (1.45, 2.08, -0.07)
H (-1.51, -1.24, -1.57)
O (-1.62, -0.85, 1.00)
H (-1.25, -0.55, 1.84)
C (-1.46, 0.18, 0.05)
H (3.88, -0.81, 1.41)
C (2.32, -0.40, 0.05)
H (-0.28, 2.60, 0.24)
H (0.91, -0.79, -1.48)
H (2.29, -1.67, 1.72)
C (0.42, 1.81, 0.02)
H (-3.09, -0.59, -1.13)

***

Formula: C7H12O2S
Source: OMol25
Level of theory: ωB97M-V/def2-TZVPD

Kohn-Sham gap	9.817	eV
SMILES	CC(C)=C1CCCS1(=O)=O
energy relative to the best compared isomer or geometry (same formula, charge and spin)	167.6	kJ/mol
LUMO energy	0.0272	hartree
total charge	0

Cartesian coordinates (Å):
S (-1.83, 0.48, -0.03)
H (1.21, -1.91, -0.13)
H (1.31, 3.00, 0.40)
H (-3.28, -1.66, -0.06)
H (2.76, -0.23, 0.63)
C (2.68, 0.75, 0.15)
H (-1.13, -3.15, -0.22)
C (-0.99, -2.09, -0.02)
O (-2.14, 1.51, -1.00)
H (0.41, -1.45, -1.69)
H (-0.31, 2.42, 0.08)
O (-1.99, 0.85, 1.36)
C (0.28, 0.07, -0.22)
H (0.30, 2.03, 1.55)
H (-0.85, -1.93, 1.09)
C (1.19, 0.96, 0.08)
C (0.27, -1.47, -0.50)
C (0.60, 2.24, 0.56)
H (3.11, 0.67, -0.78)
H (-2.33, -1.31, -1.53)
C (-2.30, -1.32, -0.48)
H (3.05, 1.53, 0.76)

***

Formula: C7H12O2S
Source: OMol25
Level of theory: ωB97M-V/def2-TZVPD

Kohn-Sham gap	9.383	eV
SMILES	CC(=O)S[C@@H]1CCO[C@@H]1C
energy relative to the best compared isomer or geometry (same formula, charge and spin)	80.7	kJ/mol
LUMO energy	0.0051	hartree
total charge	0

Cartesian coordinates (Å):
H (0.14, 3.35, -1.08)
H (1.98, -1.85, 0.93)
H (-0.31, -0.69, 2.86)
H (1.15, -0.27, 2.97)
O (3.07, 2.99, -0.26)
S (1.51, 1.62, 1.30)
H (0.76, -2.00, 3.44)
C (0.89, 3.78, -0.32)
C (1.09, -0.01, 0.34)
C (1.90, 2.70, -0.04)
C (-0.23, 0.11, -0.35)
H (-0.78, 1.02, 0.00)
H (1.74, -0.12, -0.50)
C (0.61, -1.15, 2.68)
H (-1.77, -0.85, 0.72)
H (-1.60, -1.59, -0.87)
H (0.35, 4.17, 0.55)
C (0.97, -1.35, 1.15)
H (-0.14, 0.38, -1.46)
O (-0.09, -2.06, 0.50)
C (-1.04, -1.14, -0.02)
H (1.43, 4.60, -0.89)

***

Formula: C7H12O2S2
Source: OMol25
Level of theory: ωB97M-V/def2-TZVPD

Kohn-Sham gap (alpha / beta)	8.311 / 8.312	eV
energy relative to the best compared isomer or geometry (same formula, charge and spin)	238.5	kJ/mol
LUMO energy (alpha / beta)	-0.0054 / -0.0054	hartree
total charge	0

Cartesian coordinates (Å):
C (-2.42, 2.66, -0.35)
H (-2.50, 0.54, -0.34)
H (-0.56, 2.19, -1.50)
S (0.54, -2.28, 1.59)
C (2.66, -1.01, 0.76)
H (3.60, -0.68, 0.67)
H (-0.47, 3.41, -0.09)
H (2.06, -0.55, -1.15)
O (-0.57, -3.28, -1.15)
C (-2.87, 1.44, -0.09)
H (-3.20, 3.47, -0.08)
C (0.26, -0.88, 0.35)
H (2.66, -2.35, 2.56)
H (-0.42, -0.29, 0.93)
O (1.76, -3.91, -0.77)
S (0.38, -4.10, -0.42)
H (-3.74, 1.24, 0.37)
C (2.21, -1.84, 1.71)
H (-1.14, 3.99, -1.58)
H (-0.43, -1.28, -0.40)
H (1.62, 0.82, -0.06)
C (1.64, -0.34, -0.12)
C (-1.07, 3.05, -0.85)

***

Formula: C7H12O3Pb
Source: OMol25
Level of theory: ωB97M-V/def2-TZVPD

Kohn-Sham gap	8.532	eV
energy relative to the best compared isomer or geometry (same formula, charge and spin)	3.4	kJ/mol
LUMO energy	-0.3053	hartree
total charge	+2

Cartesian coordinates (Å):
C (-2.59, -0.69, -0.33)
H (1.96, -2.32, -1.79)
O (-3.25, 1.59, -0.23)
O (-2.49, 3.18, 1.17)
H (0.32, -2.14, -0.34)
H (-1.30, 0.99, 0.16)
C (-1.17, -2.79, -0.37)
H (-3.65, -0.96, -0.18)
H (1.75, -0.88, 0.94)
H (-2.41, -0.66, -1.41)
H (-1.37, -2.93, -1.43)
C (1.82, -1.73, 0.25)
C (1.65, -1.55, -1.08)
C (-3.26, 2.81, 0.23)
C (-1.87, -1.82, 0.31)
H (-1.88, -1.86, 1.40)
H (-2.51, 0.59, 1.42)
H (2.32, -2.62, 0.64)
C (-2.33, 0.65, 0.34)
O (-4.05, 3.65, -0.29)
H (1.41, -0.57, -1.49)
H (-0.99, -3.74, 0.14)
Pb (-3.37, 5.19, 1.05)

***

Formula: C7H12O4S
Source: OMol25
Level of theory: ωB97M-V/def2-TZVPD

Kohn-Sham gap	9.017	eV
energy relative to the best compared isomer or geometry (same formula, charge and spin)	136.7	kJ/mol
LUMO energy	0.0263	hartree
total charge	0

Cartesian coordinates (Å):
O (-2.07, 1.28, 0.65)
C (1.33, -1.62, -0.41)
H (0.70, 2.33, 1.51)
O (0.76, -0.84, 0.60)
O (-0.01, 2.34, -1.55)
H (1.34, 0.97, 2.45)
H (-3.63, -0.37, 0.60)
C (2.81, -1.07, -0.55)
H (-3.65, -1.80, -0.35)
S (2.58, 0.70, -0.29)
H (-0.35, 1.03, 2.09)
H (-0.17, 0.29, -2.02)
C (-0.43, 1.01, -1.12)
O (-2.14, -0.45, -0.68)
C (0.62, 1.26, 1.69)
H (0.94, -1.36, -1.43)
C (-3.05, -1.11, 0.19)
H (1.16, -2.60, -0.16)
C (0.90, 0.54, 0.41)
C (-1.65, 0.72, -0.32)
H (-2.36, -1.63, 0.90)
H (3.03, -1.21, -1.65)
H (3.41, -1.39, 0.25)
H (-0.06, 2.99, -0.81)

***

Formula: C7H12O5S
Source: OMol25
Level of theory: ωB97M-V/def2-TZVPD

Kohn-Sham gap	10.940	eV
SMILES	O=C(O)CC[C@@H]1CCOS(=O)(=O)C1
energy relative to the best compared isomer or geometry (same formula, charge and spin)	20.2	kJ/mol
LUMO energy	0.0119	hartree
total charge	0

Cartesian coordinates (Å):
O (3.69, -0.36, -0.96)
C (-0.74, 1.92, 0.45)
H (1.29, 1.23, -1.35)
H (1.39, -0.25, -2.29)
C (-0.28, -0.29, -0.91)
C (-0.25, -1.38, 0.16)
C (-1.15, 1.59, 1.86)
O (2.10, -2.04, -0.26)
O (-0.46, 1.04, 2.66)
H (0.45, -2.87, -1.21)
C (1.15, 0.15, -1.31)
C (-1.24, 0.87, -0.55)
H (-0.69, -0.75, -1.81)
O (-2.42, 2.02, 2.18)
H (-1.22, 2.87, 0.21)
H (-2.13, 0.41, -0.11)
H (-1.58, 1.34, -1.47)
H (0.34, 2.08, 0.42)
S (2.44, -0.49, -0.27)
H (-1.26, -1.81, 0.25)
H (-3.08, 1.38, 1.88)
O (2.28, 0.04, 1.04)
H (0.67, -3.29, 0.49)
C (0.72, -2.47, -0.22)
H (0.00, -0.96, 1.14)

***

Formula: C7H12Si
Source: OMol25
Level of theory: ωB97M-V/def2-TZVPD

Kohn-Sham gap	8.439	eV
SMILES	C[SiH](C)C1=CC=CC1
energy relative to the best compared isomer or geometry (same formula, charge and spin)	154.5	kJ/mol
LUMO energy	0.0139	hartree
total charge	0

Cartesian coordinates (Å):
H (1.01, -1.79, 1.24)
H (-1.79, 0.78, 1.91)
H (-1.81, -1.90, -1.69)
Si (-1.24, 0.06, -0.46)
H (-2.05, 2.22, 0.84)
C (1.33, -0.94, 0.69)
H (-3.19, -1.40, -0.47)
C (0.62, 0.11, -0.12)
C (2.97, 0.46, -0.13)
H (1.64, 2.22, -0.19)
H (-3.15, 0.91, 0.78)
C (2.69, -0.65, 0.63)
H (1.52, 1.23, -1.61)
H (3.31, -1.38, 1.14)
H (-1.46, 0.71, -1.92)
C (-2.13, 1.16, 0.86)
H (-1.55, -2.40, -0.09)
C (-2.13, -1.62, -0.67)
C (1.63, 1.09, -0.58)
H (3.78, 1.16, -0.17)

***

Formula: C7H12Si
Source: OMol25
Level of theory: ωB97M-V/def2-TZVPD

Kohn-Sham gap (alpha / beta)	7.270 / 8.252	eV
energy relative to the best compared isomer or geometry (same formula, charge and spin)	580.1	kJ/mol
LUMO energy (alpha / beta)	-0.0046 / -0.0023	hartree
total charge	0

Cartesian coordinates (Å):
C (-1.87, 1.27, -0.03)
H (-0.22, -2.62, -0.64)
H (4.30, 0.43, 0.37)
C (3.32, 0.31, -0.16)
H (-1.91, -2.59, 0.04)
C (-0.08, -0.78, 1.76)
H (-2.28, 1.68, 0.92)
H (-1.73, -1.80, -1.58)
H (3.37, -0.17, -1.14)
C (-1.25, -2.04, -0.65)
H (-0.85, -0.61, 2.50)
H (-1.06, 1.53, -2.04)
H (0.16, -1.88, 1.74)
H (0.80, -0.41, 2.12)
C (0.98, 0.22, -0.31)
H (-1.63, 3.04, -1.25)
C (-1.23, 2.07, -1.10)
C (2.11, 0.41, 0.05)
Si (-0.78, -0.38, 0.15)
H (-0.16, 2.30, -0.75)

***

Formula: C7H13AlCl6F2KN3O10S3
Source: OMol25
Level of theory: ωB97M-V/def2-TZVPD

Kohn-Sham gap	1.326	eV
energy relative to the best compared isomer or geometry (same formula, charge and spin)	0.0	kJ/mol
LUMO energy	-0.2443	hartree
total charge	0

Cartesian coordinates (Å):
Cl (-3.94, -0.18, 6.42)
O (4.69, -4.73, 4.26)
H (-4.66, 1.08, -4.33)
O (4.39, -3.49, 6.01)
O (3.74, 0.32, -8.26)
H (2.45, -0.94, -4.43)
O (-0.92, 0.72, 0.77)
O (2.69, -4.26, 4.92)
Al (3.53, -2.10, 4.89)
H (3.71, -1.90, 0.92)
O (3.41, -0.64, -6.25)
C (2.95, -0.16, -4.99)
N (3.94, -4.21, 5.08)
O (2.60, 1.39, -6.64)
S (0.42, 3.46, -1.63)
H (-7.30, -2.50, 6.41)
F (1.03, 0.75, -0.57)
Cl (-2.44, 5.51, -2.61)
H (2.02, 1.80, -4.68)
N (-4.38, -2.44, 5.24)
Cl (-3.28, 2.64, -3.25)
Cl (1.07, -2.07, 1.47)
C (-4.83, 1.88, -3.62)
H (-6.98, -0.83, 5.91)
O (1.00, 4.57, -0.97)
H (4.29, -0.35, 1.46)
H (-7.45, -2.04, 4.71)
Cl (0.80, -1.82, 4.13)
H (-5.24, 1.48, -2.69)
S (0.02, 1.67, 0.29)
H (4.03, -1.74, 2.71)
H (3.82, 0.19, -4.41)
F (-0.73, 4.19, -2.64)
K (-1.57, -2.46, 4.18)
S (2.15, -0.62, 2.32)
C (-5.49, -2.19, 5.41)
C (3.29, 0.36, -7.16)
C (2.03, 0.98, -5.39)
H (1.01, 0.64, -5.56)
N (-0.61, 2.61, -0.78)
H (1.83, 0.51, 1.61)
C (3.71, -1.21, 1.75)
C (-6.88, -1.87, 5.62)
O (0.90, 2.27, 1.24)
O (1.20, 2.73, -2.56)
Cl (-6.00, 3.01, -4.31)